2 unconnected molecules or ions with the total composition C3H6ClO4P at a distorted geometry. Source: the Open Molecules 2025 dataset; level of theory: ωB97M-V/def2-TZVPD.

Output
**Spin multiplicity**: 3
**Total energy**: -1220.4310 hartree
**Expectation value of S²**: 2.007
**Charge**: -2
**Kohn-Sham gap (alpha / beta)**: 4.661 / 7.183 eV

Each line ends with the natural charge from an NBO analysis.
Positions of all 15 atoms, in Å:
C: 0.90962 -0.41844 -0.59420  -0.66
C: -0.16379 0.49261 0.04012  -0.43
C: -1.45270 0.33453 -0.74641  -0.13
O: -3.04217 -0.39643 1.23526  -1.04
O: -4.10052 0.70514 -0.94454  -1.17
O: -2.86021 2.11215 0.75200  -1.17
O: -1.46475 -0.03183 -1.90216  -0.34
P: -3.01315 0.78854 0.07114  2.31
Cl: -1.38558 -2.68496 0.00991  -0.92
H: 1.92506 -0.32469 -0.13179  0.16
H: 0.42329 -1.40330 -0.60074  0.29
H: 1.25309 -0.01356 -1.54151  0.18
H: 0.12182 1.62612 0.07136  0.16
H: -0.56673 0.18680 1.02394  0.25
H: -2.76643 -1.19143 0.69347  0.52

***

2 unconnected molecules or ions with the total composition C6H12O4 at a distorted geometry. Source: the Open Molecules 2025 dataset; level of theory: ωB97M-V/def2-TZVPD.

Output
**Spin multiplicity**: 1
**Total energy**: -536.7037 hartree
**Charge**: 0
**Kohn-Sham gap**: 8.399 eV
**SMILES string**: C[C@H](O)C=O.COC(C)=O

Each line ends with the natural charge from an NBO analysis.
Positions of all 22 atoms, in Å:
C: -2.99242 -0.19502 0.09001  -0.64
C: -1.54987 0.27900 0.07404  0.10
O: -1.27711 1.15091 -0.89762  -0.76
C: -0.67868 -1.25448 -0.17250  0.35
O: -0.54289 -2.03186 0.72820  -0.53
H: -3.24340 -0.66903 -0.85837  0.21
H: -3.63261 0.67859 0.21876  0.23
H: -3.16482 -0.89582 0.90351  0.22
H: -1.16804 0.55446 1.06855  0.14
H: -0.19340 1.01368 -1.23875  0.50
H: -0.79342 -1.57705 -1.23450  0.11
C: 1.43720 1.85274 1.02527  -0.27
O: 1.64342 0.44203 0.87346  -0.49
C: 1.44276 -0.10469 -0.33682  0.84
C: 2.21430 -1.38114 -0.51588  -0.71
O: 1.08254 0.59423 -1.31927  -0.64
H: 1.50402 2.04416 2.09249  0.21
H: 2.21474 2.40128 0.48804  0.19
H: 0.46786 2.16701 0.64406  0.22
H: 1.98776 -1.84013 -1.48109  0.24
H: 1.96381 -2.08072 0.28288  0.26
H: 3.27825 -1.14817 -0.43448  0.25

***

6 unconnected molecules or ions with the total composition C4H19NO6 at a distorted geometry. Source: the Open Molecules 2025 dataset; level of theory: ωB97M-V/def2-TZVPD.

Output
**Spin multiplicity**: 2
**Total energy**: -669.5419 hartree
**Expectation value of S²**: 0.756
**Charge**: +1
**Kohn-Sham gap (alpha / beta)**: 9.155 / 4.802 eV

Each line ends with the natural charge from an NBO analysis.
Positions of all 30 atoms, in Å:
C: -1.02146 -0.06504 0.71056  -0.49
N: -0.43970 -0.80400 -0.37321  -0.06
C: -0.05637 -2.15980 0.03381  -0.48
C: -1.20617 -0.64395 -1.61026  -0.40
C: -2.53912 -1.26397 -1.83812  0.42
O: -2.84361 -1.89068 -2.83472  -0.35
H: -0.77802 1.01458 0.35920  0.27
H: -2.11872 -0.15228 0.71045  0.26
H: -0.47144 -0.16733 1.66321  0.28
H: -0.33536 -2.89540 -0.77749  0.25
H: -0.67193 -2.44681 0.99146  0.27
H: 1.02030 -2.20704 0.10680  0.28
H: -0.51706 -1.15160 -2.32816  0.28
H: -1.31542 0.50510 -1.88011  0.30
H: -3.17334 -1.24977 -0.89671  0.16
H: -2.34662 -1.66767 1.57839  0.43
H: -2.08106 -2.11270 3.01313  0.49
O: -2.69341 -2.18721 2.24590  -0.90
H: 0.75760 2.05603 -0.61822  0.47
H: 1.67770 3.34687 -0.43917  0.50
O: 0.80948 3.02999 -0.48517  -0.94
H: 1.26822 -0.01979 -1.28308  0.47
H: 2.53355 0.47180 -2.32424  0.53
O: 2.05104 0.52044 -1.45524  -0.98
H: 0.96484 2.86865 1.27720  0.48
H: 2.15334 3.51941 2.29748  0.50
O: 1.34068 2.85345 2.15626  -1.01
H: 3.25324 0.68668 -0.02301  0.46
H: 3.11635 1.20432 1.36151  0.47
O: 3.66248 1.00773 0.66154  -0.94

***

A molecular structure, C34H48N4O4SeSiTi at a distorted geometry. Source: the Open Molecules 2025 dataset; level of theory: ωB97M-V/def2-TZVPD.

Output
**Spin multiplicity**: 3
**Total energy**: -5385.0925 hartree
**Expectation value of S²**: 2.019
**Charge**: 0
**Kohn-Sham gap (alpha / beta)**: 4.985 / 7.597 eV

Each line ends with the Löwdin charge.
Positions of all 93 atoms, in Å:
Ti: 0.12158 1.16488 -1.07574  0.90
C: -0.00756 3.12789 -2.29235  -0.29
C: -1.10168 3.05494 -1.39060  -0.29
C: -1.89500 1.92953 -1.75780  -0.28
C: -1.30875 1.34397 -2.91045  -0.27
C: -0.14598 2.08049 -3.24691  -0.27
C: 0.59472 1.95425 -4.55002  -0.03
C: -1.89774 0.23693 -3.73217  0.00
C: -3.19323 1.51371 -1.13067  -0.01
C: -1.48592 4.13260 -0.41485  -0.01
C: 1.05123 4.19170 -2.26863  -0.02
H: -0.11457 2.03128 -5.37622  0.09
H: 1.12165 1.00550 -4.66203  0.07
H: 1.31841 2.76107 -4.66079  0.08
H: -2.89033 0.51932 -4.08945  0.09
H: -1.99543 -0.68249 -3.15513  0.05
H: -1.26812 0.02710 -4.59575  0.08
H: -3.27645 0.42621 -1.09156  0.07
H: -4.03926 1.90281 -1.70410  0.09
H: -3.28065 1.88681 -0.10983  0.07
H: -2.55729 4.09991 -0.21933  0.08
H: -1.25205 5.10829 -0.84196  0.08
H: -0.96801 4.05940 0.54495  0.07
H: 0.73186 5.08114 -2.81896  0.09
H: 1.98070 3.83903 -2.71873  0.07
H: 1.27861 4.49458 -1.24491  0.08
Se: 5.80281 3.99355 2.98828  1.09
N: 5.68782 3.40813 1.31286  -0.23
C: 4.45177 3.02080 1.12247  -0.33
C: 3.98682 2.43617 -0.12099  -0.10
C: 4.79455 2.20522 -1.21316  0.00
C: 4.25811 1.53101 -2.32150  -0.05
C: 2.94343 1.12941 -2.29926  -0.12
N: 2.10210 1.37795 -1.28380  -0.02
C: 2.62671 2.02655 -0.17846  -0.17
C: 1.75250 2.20599 0.91110  -0.15
N: 0.46600 1.74872 0.73315  -0.02
C: -0.39425 1.82019 1.76020  -0.11
C: -0.04740 2.36793 2.97536  -0.05
C: 1.25302 2.85117 3.17339  0.00
C: 2.17514 2.76118 2.14911  -0.10
C: 3.56011 3.16670 2.25218  -0.33
N: 4.09091 3.66002 3.34373  -0.23
H: 5.82981 2.51584 -1.17985  0.11
H: 4.86848 1.31291 -3.18596  0.10
H: 2.52962 0.57226 -3.12939  0.11
H: -1.37566 1.40137 1.57124  0.11
H: -0.78259 2.42788 3.76535  0.10
H: 1.55218 3.28452 4.11819  0.12
C: 1.80823 -3.73008 1.52294  -0.02
C: 1.84343 -2.20468 1.60034  -0.63
C: 2.41776 -1.75383 2.94211  -0.02
C: 2.69029 -1.63882 0.46638  -0.01
O: 0.51627 -1.67185 1.55576  -0.09
Si: -0.67227 -1.61805 0.43730  0.06
O: -0.40949 -0.50583 -0.70465  -0.26
O: -2.02561 -1.16122 1.24627  -0.10
C: -2.66020 -1.59176 2.45967  -0.62
C: -1.95142 -2.75269 3.15767  -0.02
C: -2.71296 -0.38885 3.40054  -0.03
C: -4.08695 -2.01943 2.11239  -0.03
O: -0.76945 -3.11270 -0.21052  -0.09
C: -1.70973 -3.79302 -1.03990  -0.63
C: -2.94219 -2.93935 -1.33022  -0.02
C: -0.99359 -4.12993 -2.34611  -0.02
C: -2.11043 -5.07216 -0.30849  -0.02
H: 2.82047 -4.13151 1.58540  0.09
H: 1.35142 -4.04445 0.58610  0.07
H: 1.21535 -4.13297 2.34639  0.09
H: 3.44917 -2.09215 3.05033  0.09
H: 1.82208 -2.16233 3.75991  0.08
H: 2.39028 -0.66371 2.99812  0.08
H: 3.68252 -2.09253 0.46480  0.09
H: 2.79938 -0.56572 0.60621  0.07
H: 2.20801 -1.81910 -0.49544  0.09
H: -0.93439 -2.47311 3.41529  0.08
H: -1.90930 -3.62220 2.49734  0.08
H: -2.49636 -3.01494 4.06484  0.09
H: -1.69983 -0.08315 3.66401  0.08
H: -3.25379 -0.64871 4.31104  0.09
H: -3.22379 0.44704 2.91747  0.09
H: -4.08191 -2.94106 1.52875  0.07
H: -4.59355 -1.24042 1.54022  0.09
H: -4.64717 -2.19914 3.03078  0.09
H: -2.64883 -2.05285 -1.89356  0.06
H: -3.40265 -2.60689 -0.40200  0.06
H: -3.66983 -3.50693 -1.91013  0.10
H: -0.59665 -3.21433 -2.78839  0.09
H: -1.68061 -4.59743 -3.05306  0.09
H: -0.16192 -4.81075 -2.15866  0.09
H: -2.68201 -4.83110 0.58948  0.07
H: -1.21933 -5.62654 -0.01241  0.09
H: -2.72118 -5.70508 -0.95453  0.09

***

A gas-phase ion, C35H38N3O3S (charge +1) at a distorted geometry. Source: the Open Molecules 2025 dataset; level of theory: ωB97M-V/def2-TZVPD.

Output
**Spin multiplicity**: 1
**Total energy**: -2144.3551 hartree
**Charge**: +1
**Kohn-Sham gap**: 5.802 eV

Each line ends with the Löwdin charge.
Positions of all 80 atoms, in Å:
C: 0.63687 2.40267 2.60433  -0.04
O: -0.19530 1.51398 1.81795  -0.20
C: -0.09744 0.11927 1.69931  -0.28
C: -1.38912 -0.51054 2.29848  -0.17
C: -1.69767 -1.85466 2.10506  -0.09
C: -2.99711 -2.33888 2.40444  -0.07
C: -3.94378 -1.54018 3.04595  -0.08
C: -3.59376 -0.22126 3.33353  -0.06
C: -2.32255 0.27276 2.99077  -0.01
C: 1.20174 -0.41039 2.22403  -0.31
N: 1.44712 -1.50714 3.03688  -0.02
C: 0.53925 -2.03182 4.09001  0.02
C: 2.75925 -2.01218 2.90691  -0.28
C: 3.18802 -3.21917 3.65455  0.00
C: 3.52333 -1.24643 2.10177  -0.48
C: 4.98786 -1.38872 1.89994  -0.07
S: 2.64371 0.05308 1.37035  1.25
H: 0.31988 2.35221 3.66670  0.10
H: 1.71147 2.17611 2.48874  0.05
H: 0.43764 3.38890 2.14360  0.11
H: -0.93342 -2.53892 1.73362  0.10
H: -3.28842 -3.33826 2.05219  0.11
H: -4.94846 -1.94112 3.26952  0.12
H: -4.34744 0.45921 3.74274  0.11
H: -2.08435 1.30030 3.25691  0.12
H: 1.11027 -2.44914 4.93143  0.09
H: -0.08947 -1.22924 4.48704  0.11
H: -0.09749 -2.87389 3.73442  0.11
H: 4.27809 -3.34481 3.56296  0.09
H: 2.99481 -3.14367 4.73005  0.09
H: 2.72700 -4.15829 3.28600  0.11
H: 5.20139 -2.44727 1.70419  0.09
H: 5.33854 -0.78776 1.05786  0.08
H: 5.54218 -1.06694 2.79857  0.11
C: -1.63884 6.55304 -2.63614  -0.06
O: -1.12132 5.47996 -1.79047  -0.11
C: -1.86659 4.36356 -1.53869  -0.25
C: -1.18888 3.21936 -0.99939  0.05
C: -1.85221 2.01530 -0.89689  -0.11
C: -3.23599 1.97840 -1.25824  -0.17
C: -3.94782 3.10332 -1.66429  -0.02
C: -3.27094 4.29891 -1.81275  -0.02
N: -3.65473 0.65256 -1.23887  -0.09
C: -5.05291 0.26203 -1.44807  -0.01
C: -2.59536 -0.17087 -0.89556  0.02
C: -1.46861 0.62047 -0.67342  -0.12
C: -0.15008 0.13438 -0.19461  -0.07
C: 0.43769 -0.96833 -0.97875  -0.14
C: 0.15515 -2.31644 -0.83791  -0.01
N: 1.17943 -3.06249 -1.39134  -0.11
C: 1.33653 -4.48061 -1.13690  -0.02
C: 2.06675 -2.21974 -2.05504  -0.18
C: 1.60962 -0.87651 -1.88418  -0.12
C: 2.10889 0.11487 -2.73486  0.04
C: 3.06926 -0.23580 -3.73120  -0.27
O: 3.47661 0.61513 -4.71168  -0.11
C: 2.69617 1.80972 -4.95781  -0.06
C: 3.56196 -1.57253 -3.81315  0.00
C: 3.03720 -2.57725 -2.99665  -0.01
H: -0.76090 7.19114 -2.80904  0.09
H: -2.02489 6.19043 -3.61308  0.10
H: -2.41748 7.14301 -2.11487  0.09
H: -0.14180 3.26978 -0.71173  0.12
H: -5.02655 3.01793 -1.86824  0.11
H: -3.80281 5.16830 -2.22547  0.11
H: -5.66426 1.16220 -1.31265  0.08
H: -5.22672 -0.13636 -2.46221  0.10
H: -5.34359 -0.49762 -0.71431  0.09
H: -2.68753 -1.26391 -0.85203  0.14
H: 0.56805 0.96149 -0.19306  0.11
H: -0.70835 -2.77434 -0.36640  0.12
H: 2.02419 -4.92949 -1.85521  0.09
H: 1.69763 -4.67195 -0.11925  0.08
H: 0.35090 -4.95072 -1.19937  0.09
H: 1.65379 1.10547 -2.70295  0.11
H: 3.07307 2.12426 -5.93619  0.10
H: 1.61365 1.57998 -4.98645  0.10
H: 2.91294 2.55159 -4.16245  0.10
H: 4.28211 -1.80868 -4.60876  0.12
H: 3.37487 -3.61078 -3.14021  0.11